Formula: C55H68BN6P3S5Ti
Source: the OMol25 dataset
Level of theory: ωB97M-V with the def2-TZVPD basis set

Geometry as XYZ:
```
139
Properties=species:S:1:pos:R:3:forces:R:3
Ti 0.051 0.559 0.177 -0.3 0.4 0.2
C -2.257 4.073 -3.202 0.0 0.0 0.0
C -1.234 3.047 -3.565 0.1 0.0 0.0
C -0.600 3.010 -4.775 0.0 0.0 0.0
C 0.355 2.007 -5.055 0.0 0.0 0.0
N 0.621 1.082 -4.168 0.0 -0.1 -0.1
N 0.008 1.108 -2.993 -0.1 0.3 0.0
B 0.285 -0.100 -2.032 -0.1 -0.1 0.3
N 1.718 -0.552 -2.394 0.2 0.0 0.0
N 1.850 -1.480 -3.338 0.0 -0.1 -0.1
C 3.053 -1.773 -3.760 0.0 0.0 0.0
C 4.180 -1.080 -3.258 0.0 0.0 0.0
C 4.042 -0.113 -2.303 0.1 -0.1 -0.1
C 5.194 0.636 -1.718 0.0 0.0 0.0
C 2.726 0.127 -1.847 -0.2 0.1 0.1
S 2.349 1.224 -0.559 -0.1 -0.1 -0.2
C 3.190 -2.889 -4.781 0.0 0.0 0.0
C 3.961 -2.381 -6.006 0.0 0.0 0.0
C 1.816 -3.392 -5.222 0.0 0.0 0.0
C 3.967 -4.036 -4.115 0.0 0.0 0.0
N -0.756 -1.230 -2.363 -0.1 -0.3 0.0
N -1.754 -0.777 -3.115 0.0 0.0 -0.1
C -2.772 -1.549 -3.424 0.1 0.0 0.0
C -2.826 -2.874 -2.973 0.0 0.0 0.1
C -1.829 -3.358 -2.168 -0.1 0.0 -0.1
C -1.866 -4.752 -1.623 0.0 0.0 0.0
C -0.776 -2.476 -1.854 0.3 0.3 0.0
S 0.505 -3.159 -0.868 -0.1 0.0 0.1
C -3.822 -0.909 -4.319 0.0 0.0 0.0
C -3.182 -0.686 -5.697 0.0 0.0 0.0
C -5.055 -1.801 -4.461 0.0 0.0 0.0
C -4.238 0.441 -3.720 0.0 0.0 0.0
C -0.875 2.042 -2.632 0.1 -0.2 -0.1
S -1.580 1.919 -1.073 0.0 0.0 0.0
C 1.080 1.887 -6.388 0.0 0.0 0.0
C 1.087 3.219 -7.142 0.0 0.0 0.0
C 0.338 0.826 -7.216 0.0 0.0 0.0
C 2.525 1.435 -6.153 0.0 0.0 0.0
H -2.467 4.729 -4.044 0.0 0.0 0.0
H -1.913 4.678 -2.361 0.0 0.0 0.0
H -3.184 3.591 -2.885 0.0 0.0 0.0
H -0.827 3.759 -5.522 0.0 0.0 0.0
H 5.165 -1.331 -3.633 0.0 0.0 0.0
H 6.126 0.351 -2.200 0.0 0.0 0.0
H 5.269 0.436 -0.646 0.0 0.0 0.0
H 5.051 1.712 -1.830 0.0 0.0 0.0
H 3.426 -1.570 -6.503 0.0 0.0 0.0
H 4.077 -3.196 -6.721 0.0 0.0 0.0
H 4.961 -2.028 -5.749 0.0 0.0 0.0
H 1.229 -2.592 -5.676 0.0 0.0 0.0
H 1.251 -3.790 -4.377 0.0 0.0 0.0
H 1.944 -4.188 -5.957 0.0 0.0 0.0
H 4.977 -3.731 -3.833 0.0 0.0 0.0
H 4.055 -4.871 -4.811 0.0 0.0 0.0
H 3.450 -4.390 -3.221 0.0 0.0 0.0
H -3.663 -3.508 -3.231 0.0 0.0 0.0
H -2.769 -5.261 -1.950 0.0 0.0 0.0
H -1.845 -4.732 -0.532 0.0 0.0 0.0
H -1.005 -5.335 -1.954 0.0 0.0 0.0
H -2.866 -1.632 -6.144 0.0 0.0 0.0
H -2.310 -0.035 -5.616 0.0 0.0 0.0
H -3.905 -0.220 -6.368 0.0 0.0 0.0
H -4.826 -2.735 -4.979 0.0 0.0 0.0
H -5.808 -1.281 -5.052 0.0 0.0 0.0
H -5.501 -2.034 -3.491 0.0 0.0 0.0
H -3.383 1.112 -3.651 0.0 0.0 0.0
H -4.660 0.315 -2.720 0.0 0.0 0.0
H -4.994 0.904 -4.355 0.0 0.0 0.0
H 0.090 3.511 -7.475 0.0 0.0 0.0
H 1.705 3.121 -8.034 0.0 0.0 0.0
H 1.506 4.024 -6.534 0.0 0.0 0.0
H -0.698 1.118 -7.398 0.0 0.0 0.0
H 0.341 -0.135 -6.697 0.0 0.0 0.0
H 0.828 0.700 -8.183 0.0 0.0 0.0
H 3.081 2.182 -5.582 0.0 0.0 0.0
H 3.025 1.301 -7.113 0.0 0.0 0.0
H 2.556 0.491 -5.608 0.0 0.0 0.0
S 1.396 -1.631 0.191 0.2 -0.2 0.3
P 0.970 -1.278 2.453 0.1 -0.3 -0.5
C -0.073 -0.006 2.469 0.2 0.1 0.1
P -1.751 -0.361 2.422 -0.1 -0.1 0.0
S -2.059 -0.927 0.497 0.0 0.1 -0.1
C -2.760 1.089 2.794 0.0 0.0 0.0
C -2.651 1.644 4.070 0.0 0.0 0.0
C -3.440 2.723 4.426 0.0 0.0 0.0
C -4.347 3.250 3.511 0.0 0.0 0.0
C -4.468 2.690 2.249 0.0 0.0 0.0
C -3.679 1.604 1.888 0.0 0.0 0.0
C -2.342 -1.586 3.610 0.0 0.0 -0.1
C -3.438 -2.377 3.281 0.0 0.0 0.0
C -3.931 -3.288 4.202 0.0 0.0 0.0
C -3.332 -3.409 5.448 0.0 0.0 0.0
C -2.243 -2.614 5.780 0.0 0.0 0.0
C -1.749 -1.698 4.864 0.0 0.0 0.0
C 0.666 -2.898 3.149 0.0 0.0 -0.1
C 1.375 -3.301 4.278 0.0 0.0 0.0
C 1.077 -4.518 4.873 0.0 0.0 0.0
C 0.085 -5.327 4.337 0.0 0.0 0.0
C -0.612 -4.930 3.201 0.0 0.0 0.0
C -0.325 -3.716 2.604 0.0 0.0 0.0
C 2.679 -0.863 2.805 0.0 0.1 0.1
C 2.897 0.168 3.718 0.0 0.0 0.0
C 4.188 0.477 4.122 0.0 0.0 0.0
C 5.260 -0.243 3.617 0.0 0.0 0.0
C 5.043 -1.287 2.724 0.0 0.0 0.0
C 3.758 -1.607 2.324 0.0 0.0 0.0
H -1.946 1.233 4.785 0.0 0.0 0.0
H -3.355 3.152 5.415 0.0 0.0 0.0
H -4.967 4.091 3.792 0.0 0.0 0.0
H -5.183 3.091 1.543 0.0 0.0 0.0
H -3.779 1.158 0.906 0.0 0.0 0.0
H -3.899 -2.288 2.304 0.0 0.0 0.0
H -4.784 -3.903 3.947 0.0 0.0 0.0
H -3.716 -4.121 6.166 0.0 0.0 0.0
H -1.777 -2.707 6.752 0.0 0.0 0.0
H -0.892 -1.084 5.120 0.0 0.0 0.0
H 2.153 -2.672 4.694 0.0 0.0 0.0
H 1.621 -4.834 5.752 0.0 0.0 0.0
H -0.144 -6.276 4.803 0.0 0.0 0.0
H -1.383 -5.567 2.789 0.0 0.0 0.0
H -0.877 -3.387 1.731 0.0 0.0 0.0
H 2.049 0.708 4.116 0.0 0.0 0.0
H 4.353 1.273 4.836 0.0 0.0 0.0
H 6.267 -0.003 3.931 0.0 0.0 0.0
H 5.880 -1.861 2.347 0.0 0.0 0.0
H 3.598 -2.434 1.645 0.0 0.0 0.0
C 1.927 3.184 2.218 0.0 0.0 0.0
P 0.518 3.003 1.085 0.0 0.0 0.0
C 0.833 4.263 -0.194 0.0 0.0 0.0
C -0.841 3.750 2.028 0.0 0.0 0.0
H 2.017 4.221 2.542 0.0 0.0 0.0
H 2.855 2.876 1.737 0.0 0.0 0.0
H 1.751 2.550 3.083 0.0 0.0 0.0
H 1.204 5.176 0.273 0.0 0.0 0.0
H -0.102 4.484 -0.707 0.0 0.0 0.0
H 1.563 3.908 -0.919 0.0 0.0 0.0
H -0.667 4.822 2.130 0.0 0.0 0.0
H -0.879 3.302 3.018 0.0 0.0 0.0
H -1.797 3.588 1.533 0.0 0.0 0.0
```
Positions in Å, forces in eV/Å.

Values from the calculation:
HOMO-LUMO gap = 0.255 hartree
charge = +2
energy relative to the best compared isomer or geometry (same formula, charge and spin) = 132.4 kJ/mol
2S+1 = 1
LUMO level = -5.256 eV